Entry 1:
A cluster of 2 separate species, CH3N3O3 in total. Source: the OMol25 dataset; level of theory: ωB97M-V/def2-TZVPD.

## Properties
- HOMO energy (alpha / beta) (Ha) = -0.346 / -0.329
- net charge = 0
- energy relative to the best compared isomer or geometry (same formula, charge and spin) (kcal per mole) = 78.2
- E_tot (eV) = -11692.49359

Each atom is followed by the atoms it is bonded to, with distances in Å.
Cartesian coordinates (Å):
1 C -0.72249 1.13738 -0.25875  N3 1.380, O5 1.227, H8 1.050
2 N -0.80779 -1.08945 0.11326  N3 1.325, H9 1.033, H10 1.016
3 N -0.42340 -0.12969 -0.71598  C1 1.380, N2 1.325
4 N 1.79788 -0.06935 -0.10089  O6 1.195, O7 1.189
5 O -1.30944 1.35561 0.79605  C1 1.227
6 O 2.49943 0.89430 -0.19063  N4 1.195
7 O 1.55881 -1.04168 0.53952  N4 1.189
8 H -0.43265 1.82677 -0.99614  C1 1.050
9 H -0.89918 -2.08036 -0.16244  N2 1.033
10 H -1.26118 -0.80352 0.97600  N2 1.016

Atom charges from the natural (NBO) analysis, given in e for atoms 1 to 6: number 1, C, carries 0.44; number 2, N, carries -0.48; number 3, N, carries -0.29; number 4, N, carries 0.55; number 5, O, carries -0.58; number 6, O, carries -0.28

Entry 2:
The molecule CH3N3O3. Source: the OMol25 dataset; level of theory: ωB97M-V/def2-TZVPD.

## Properties
- HOMO energy (Ha) = -0.368
- net charge = 0
- energy relative to the best compared isomer or geometry (same formula, charge and spin) (kcal per mole) = 63.6
- E_tot (eV) = -11693.12589

Each atom is followed by the atoms it is bonded to, with distances in Å.
Cartesian coordinates (Å):
1 C 3.05782 0.28867 -0.21126  O5 1.205, O6 1.329, H8 1.191
2 N -1.15245 -0.14891 0.38189  N3 1.356, H9 0.993, H10 0.982
3 N 0.16363 0.04572 0.64410  N2 1.356, N4 1.243
4 N 0.97248 -0.82794 0.28643  N3 1.243, O6 1.480, O7 1.224
5 O 4.22092 0.59153 -0.13004  C1 1.205
6 O 2.33536 -0.39597 0.66961  C1 1.329, N4 1.480
7 O 0.82792 -1.82935 -0.40278  N4 1.224
8 H 2.38698 0.44566 -1.18279  C1 1.191
9 H -1.25950 -0.87766 -0.28365  N2 0.993
10 H -1.84900 -0.04747 1.06666  N2 0.982

Atom charges from the natural (NBO) analysis, given in e for atoms 1 to 6: number 1, C, carries 0.65; number 2, N, carries -0.63; number 3, N, carries -0.05; number 4, N, carries 0.49; number 5, O, carries -0.52; number 6, O, carries -0.37